80
Properties=species:S:1:pos:R:3 method="wB97M-V/def2-TZVPD" s2=6.0403 energy_ha=-2376.52461 spin_multiplicity=5 charge=+2 homo_energy_ev="-11.852 / -11.852"
Ru 0.137 -0.205 4.017
C -1.079 1.753 3.715
C -1.435 0.662 2.900
C -0.956 0.598 1.481
C 0.384 -0.057 1.118
C 1.335 -0.153 2.274
C 1.691 0.941 3.104
C 1.278 2.381 2.852
C -0.093 2.832 3.407
C 1.434 -1.463 4.866
H -1.725 1.950 4.574
H -2.367 0.132 3.126
H -0.905 1.645 1.167
H -1.740 0.057 0.932
H 0.209 -1.065 0.710
H 0.846 0.500 0.287
H 1.973 -1.042 2.283
H 2.595 0.810 3.718
H 1.351 2.622 1.778
H 2.040 2.996 3.358
H 0.088 3.363 4.355
H -0.527 3.607 2.750
H 1.370 -1.496 5.958
H 2.461 -1.388 4.490
H 0.968 -2.373 4.471
P 1.712 -1.145 -2.650
P -1.820 -0.723 -2.319
N 3.080 -0.063 -2.930
N 2.309 -2.503 -3.856
N -1.972 1.040 -2.438
N -3.452 -1.118 -3.039
C 0.571 -0.378 -3.898
C -0.891 -0.902 -3.908
C 3.808 0.540 -1.889
C 4.834 1.302 -2.433
C 4.749 1.173 -3.854
C 3.637 0.392 -4.129
C 2.427 -3.856 -3.531
C 2.832 -4.581 -4.653
C 3.012 -3.640 -5.711
C 2.621 -2.400 -5.209
C -1.747 1.815 -1.304
C -1.738 3.158 -1.632
C -2.027 3.235 -3.025
C -2.107 1.930 -3.504
C -4.208 -0.426 -3.993
C -5.219 -1.248 -4.492
C -5.100 -2.506 -3.811
C -4.019 -2.401 -2.946
H 0.981 -0.584 -4.902
H 0.601 0.713 -3.733
H -1.433 -0.361 -4.700
H -0.913 -1.974 -4.167
H 3.528 0.369 -0.867
H 5.573 1.867 -1.896
H 5.441 1.558 -4.587
H 3.185 0.153 -5.073
H 2.214 -4.201 -2.534
H 2.965 -5.654 -4.730
H 3.380 -3.819 -6.713
H 2.517 -1.473 -5.741
H -1.636 1.329 -0.371
H -1.542 3.970 -0.947
H -2.191 4.129 -3.604
H -2.253 1.568 -4.508
H -3.981 0.594 -4.230
H -5.948 -0.979 -5.249
H -5.741 -3.373 -3.951
H -3.600 -3.123 -2.265
F -1.883 1.014 9.782
C -1.425 0.694 8.522
C -0.276 1.324 8.052
C 0.145 1.023 6.748
C -0.569 0.116 5.974
C -1.697 -0.531 6.456
C -2.139 -0.235 7.763
H 0.278 2.040 8.654
H 1.022 1.492 6.307
H -2.200 -1.241 5.802
H -3.029 -0.711 8.168